No. 1
DFT (wB97M-V/def2-TZVPD) results for a molecular structure, C4H7NO at a distorted geometry.

Positions of all 13 atoms, in Å:
O 2.313 0.469 0.306
N -1.384 -0.874 0.066
C 0.829 -0.729 -0.712
C -0.428 1.409 0.123
C -0.226 -0.069 -0.037
C 1.569 -0.564 0.500
H -0.947 1.610 1.064
H 0.782 -1.579 -1.391
H -1.036 1.808 -0.697
H -2.292 -0.416 -0.018
H 0.524 1.936 0.144
H 1.778 -1.349 1.234
H -1.481 -1.651 -0.582

- molecular weight (g/mol) = 85.11
- highest occupied orbital energy (alpha / beta) (eV) = -7.67 / -7.59
- ΔE to the lowest compared entry with this formula, charge and spin (kJ/mol) = 471.90
- energy (a.u.) = -286.451911

So, what does the natural (NBO) scheme give us? The charges, in e, come out as: O -0.612; N -0.789; C -0.243; C -0.651; C 0.227; C 0.255; H 0.216; H 0.190; H 0.231; H 0.364; H 0.274; H 0.159; H 0.381



No. 2
DFT (wB97M-V/def2-TZVPD) results for a single C7H12N2O5 molecule at a distorted geometry.

Positions of all 26 atoms, in Å:
O 1.638 3.208 0.128
O 2.245 -0.769 -1.252
O 2.146 1.772 -1.507
O 2.489 -2.751 -0.317
O -1.948 -0.655 -1.913
N -3.792 -0.247 0.140
N -0.270 0.440 -0.935
C -2.519 0.373 0.252
C 1.982 -1.521 -0.359
C -1.581 0.040 -0.960
C 1.450 2.179 -0.436
C 0.993 0.324 1.246
C 1.192 -1.142 0.903
C 0.347 1.166 0.094
H 1.941 0.826 1.555
H 2.040 -3.197 0.393
H 0.225 -0.084 -1.673
H 1.626 -1.662 1.781
H -4.240 0.124 -0.662
H 2.192 0.778 -1.419
H -2.602 1.463 0.411
H 0.191 -1.666 0.825
H 0.332 0.363 2.148
H -3.664 -1.204 -0.140
H -0.406 1.820 0.526
H -2.008 0.023 1.170

- molecular weight (g/mol) = 204.18
- highest occupied orbital energy (eV) = -9.64
- ΔE to the lowest compared entry with this formula, charge and spin (kJ/mol) = 86.22
- structure (SMILES) = NCC(=O)N[C@@H](CCC(=O)O)C(=O)O
- energy (a.u.) = -759.679727

So, what does the natural (NBO) scheme give us? The charges, in e, come out as: O -0.568; O -0.613; O -0.694; O -0.628; O -0.634; N -0.800; N -0.644; C -0.321; C 0.836; C 0.661; C 0.797; C -0.421; C -0.550; C -0.162; H 0.237; H 0.488; H 0.429; H 0.239; H 0.360; H 0.500; H 0.218; H 0.245; H 0.229; H 0.362; H 0.239; H 0.195



No. 3
DFT (wB97M-V/def2-TZVPD) results for a molecular structure, C13H27InNO5 at a distorted geometry.

Positions of all 47 atoms, in Å:
In -2.854 -1.123 -2.074
O -7.432 -2.289 -5.383
O -5.401 -0.991 -7.597
O -0.929 0.020 3.515
O 2.647 -2.562 -5.663
O 4.902 -2.092 -8.015
N 0.120 0.825 3.284
C 2.519 1.148 2.991
C -1.305 2.852 2.977
C -0.365 2.480 5.143
C -6.555 -1.750 -7.880
C 1.025 3.155 3.323
C 4.776 -3.202 -7.117
C -0.120 2.263 3.697
C 1.703 -0.085 5.028
C 2.356 2.603 3.559
C 1.480 0.187 3.516
C -7.718 -1.912 -6.741
C 1.823 -1.141 2.782
C 3.951 -3.068 -5.772
H 3.111 3.227 3.081
H -1.412 2.597 1.923
H 2.255 1.176 1.934
H -8.468 -2.625 -7.084
H 2.578 -1.697 3.338
H 2.761 2.650 4.570
H 0.899 -1.710 2.887
H -0.791 3.443 5.424
H 4.393 -2.426 -5.011
H -1.100 1.742 5.464
H 5.764 -3.601 -6.888
H 2.400 -0.886 5.277
H 0.779 -0.513 5.416
H 2.071 -1.075 1.723
H -8.388 -1.056 -6.669
H -1.389 3.937 2.907
H 4.047 -4.030 -5.268
H -0.893 0.001 4.475
H 3.538 0.762 3.008
H -2.232 2.513 3.440
H 0.543 2.164 5.658
H 4.240 -3.945 -7.708
H 0.909 4.205 3.592
H -7.059 -1.473 -8.806
H 2.062 0.772 5.598
H -6.190 -2.755 -8.098
H 0.947 3.285 2.243

- molecular weight (g/mol) = 392.18
- highest occupied orbital energy (eV) = -2.33
- ΔE to the lowest compared entry with this formula, charge and spin (kJ/mol) = 809.51
- energy (a.u.) = -1132.030115
- charge = -1

So, what does the natural (NBO) scheme give us? The charges, in e, come out as: In 0.545; O -0.644; O -0.604; O -0.533; O -0.564; O -0.585; N -0.176; C -0.405; C -0.613; C -0.637; C -0.086; C -0.415; C -0.106; C 0.090; C -0.650; C -0.411; C 0.119; C -0.101; C -0.614; C -0.103; H 0.216; H 0.223; H 0.209; H 0.142; H 0.214; H 0.194; H 0.220; H 0.229; H 0.191; H 0.187; H 0.149; H 0.216; H 0.190; H 0.219; H 0.152; H 0.215; H 0.131; H 0.434; H 0.220; H 0.207; H 0.212; H 0.188; H 0.224; H 0.135; H 0.211; H 0.160; H 0.208